w) 18
Properties=species:S:1:pos:R:3 method="wB97M-V/def2-TZVPD" spin_multiplicity=1 lumo_ev=-0.617 e_homo_ev=-8.39 homo_lumo_gap_ev=7.7707
C 0.442 -2.303 0.301
C 0.144 0.076 0.110
C -1.162 0.299 -0.407
C 0.902 1.078 0.720
C 0.375 2.429 1.025
C 2.354 0.849 1.051
H -0.603 -2.524 0.214
H 0.808 -2.340 1.330
H 1.078 -3.060 -0.195
H -1.558 1.293 -0.225
H -0.530 2.604 0.446
H 1.177 3.181 0.844
H 0.105 2.582 2.079
H 2.977 1.461 0.389
H 2.470 1.372 2.036
H 2.688 -0.141 0.990
O 0.791 -1.047 -0.305
S -2.079 -0.664 -1.392

=====

x) 18
Properties=species:S:1:pos:R:3 method="wB97M-V/def2-TZVPD" spin_multiplicity=1 lumo_ev="0.923 / 0.580" e_homo_ev="-7.07 / -6.41" homo_lumo_gap_ev="7.9902 / 6.9916"
C -1.346 -0.805 0.900
C -1.111 0.628 0.510
C 1.100 1.251 -0.720
C -1.321 -1.448 -0.530
C 1.954 0.779 0.425
C -0.234 0.519 -0.660
O -0.348 -0.662 -1.268
S 2.755 -0.749 0.213
H -0.604 -1.163 1.682
H -2.250 -0.942 1.487
H -2.023 0.936 0.085
H -0.641 1.322 1.090
H 0.841 2.351 -0.485
H 1.660 1.094 -1.671
H -0.971 -2.515 -0.555
H -2.329 -1.337 -1.006
H 1.661 1.059 1.429
H 3.205 -0.319 -0.924

=====

Energies, relative to the best one, in eV: w) 0.000; x) 2.103.

=====

w) 135
Properties=species:S:1:pos:R:3 method="wB97M-V/def2-TZVPD" spin_multiplicity=1 lumo_ev=-0.095 e_homo_ev=-7.72 homo_lumo_gap_ev=7.6207
C -3.257 29.483 -15.424
C -2.136 30.006 -14.444
O -1.015 29.120 -14.583
H -3.725 28.576 -15.040
H -2.735 29.276 -16.358
H -3.993 30.265 -15.612
H -2.456 29.918 -13.406
H -1.817 31.028 -14.651
H -0.252 29.457 -14.106
C -1.292 25.354 -11.526
C -2.277 25.607 -10.303
O -3.596 25.368 -10.727
H -1.408 24.349 -11.932
H -0.253 25.392 -11.201
H -1.541 26.117 -12.264
H -2.158 26.561 -9.789
H -2.078 24.854 -9.540
H -4.173 25.549 -9.982
C -3.378 31.842 -9.357
C -2.559 31.018 -8.397
O -1.808 30.134 -9.163
H -4.173 31.193 -9.723
H -2.796 32.181 -10.214
H -3.783 32.725 -8.861
H -3.292 30.510 -7.771
H -1.909 31.673 -7.817
H -1.312 30.686 -9.772
C -6.521 29.237 -11.082
C -7.555 28.895 -10.001
O -7.870 30.028 -9.242
H -5.585 29.580 -10.641
H -6.971 29.955 -11.768
H -6.181 28.453 -11.759
H -7.280 28.073 -9.341
H -8.452 28.513 -10.488
H -8.664 29.789 -8.759
C -3.708 32.578 -12.696
C -4.756 31.970 -11.711
O -5.752 32.861 -11.265
H -4.185 32.816 -13.647
H -2.929 31.841 -12.888
H -3.250 33.445 -12.218
H -4.189 31.538 -10.887
H -5.227 31.096 -12.159
H -6.366 32.425 -10.668
C -6.099 25.801 -11.289
C -5.400 26.632 -10.255
O -4.931 25.761 -9.272
H -6.387 26.446 -12.119
H -7.016 25.446 -10.820
H -5.576 24.912 -11.643
H -6.080 27.327 -9.760
H -4.622 27.243 -10.710
H -4.990 26.223 -8.432
C -4.396 28.362 -8.347
C -4.295 27.577 -6.991
O -4.930 26.376 -7.262
H -5.425 28.646 -8.566
H -3.964 27.778 -9.160
H -3.795 29.269 -8.407
H -4.732 28.155 -6.176
H -3.264 27.342 -6.729
H -5.056 25.824 -6.488
C -5.615 29.333 -13.573
C -6.836 30.168 -13.849
O -6.813 30.641 -15.206
H -5.641 28.427 -14.178
H -5.484 29.030 -12.534
H -4.714 29.819 -13.947
H -6.848 31.085 -13.259
H -7.742 29.606 -13.624
H -7.306 30.007 -15.733
C -4.831 23.484 -13.147
C -3.343 23.963 -13.118
O -3.246 25.339 -12.938
H -4.856 22.429 -13.417
H -5.490 24.049 -13.805
H -5.315 23.644 -12.183
H -2.805 23.631 -14.006
H -2.794 23.450 -12.328
H -3.321 25.494 -11.993
C -0.143 26.523 -13.946
C -1.634 26.726 -14.161
O -1.688 27.366 -15.437
H 0.151 25.903 -13.099
H 0.313 27.511 -13.882
H 0.383 25.989 -14.737
H -2.039 27.339 -13.356
H -2.182 25.784 -14.178
H -1.550 28.298 -15.251
C -0.310 28.634 -7.897
C -1.551 27.770 -8.159
O -1.225 26.432 -7.828
H 0.018 28.394 -6.885
H -0.690 29.651 -7.988
H 0.501 28.423 -8.595
H -1.871 27.835 -9.199
H -2.424 28.101 -7.597
H -1.997 25.867 -7.904
C -3.429 28.023 -12.204
C -2.769 28.646 -10.940
O -3.270 29.940 -10.760
H -4.506 28.178 -12.281
H -3.193 26.965 -12.094
H -2.974 28.338 -13.143
H -1.693 28.745 -11.083
H -2.983 28.111 -10.015
H -3.014 30.342 -9.927
C 0.404 27.421 -11.188
C 0.313 28.931 -11.299
O 1.509 29.244 -12.025
H 1.337 27.201 -10.669
H 0.288 26.951 -12.165
H -0.395 27.069 -10.536
H 0.318 29.338 -10.288
H -0.560 29.268 -11.857
H 2.248 29.146 -11.421
C -5.337 27.194 -15.906
C -4.463 26.911 -14.737
O -4.792 25.657 -14.236
H -6.388 27.177 -15.619
H -5.136 26.620 -16.811
H -5.192 28.225 -16.227
H -4.548 27.706 -13.995
H -3.403 26.927 -14.992
H -4.059 25.429 -13.660
C -1.261 31.266 -11.961
C -0.132 31.740 -11.057
O -0.685 31.833 -9.788
H -1.446 30.192 -11.976
H -0.988 31.627 -12.952
H -2.201 31.737 -11.672
H 0.381 32.669 -11.307
H 0.610 30.941 -11.066
H -0.013 32.009 -9.126

=====

x) 135
Properties=species:S:1:pos:R:3 method="wB97M-V/def2-TZVPD" spin_multiplicity=1 lumo_ev=0.250 e_homo_ev=-9.42 homo_lumo_gap_ev=9.6657
C 0.875 -4.137 0.425
C 0.298 -4.580 -0.898
O -0.371 -3.478 -1.510
H 0.117 -3.669 1.053
H 1.669 -3.418 0.227
H 1.304 -4.915 1.057
H -0.477 -5.339 -0.787
H 1.090 -4.827 -1.606
H -1.200 -3.258 -1.080
C 3.264 -3.002 -3.187
C 2.476 -1.676 -2.952
O 1.175 -1.861 -3.450
H 4.212 -2.989 -2.649
H 3.403 -3.153 -4.258
H 2.672 -3.846 -2.835
H 2.936 -0.797 -3.402
H 2.456 -1.483 -1.879
H 0.656 -2.390 -2.840
C 4.236 3.293 0.643
C 4.241 4.438 1.723
O 5.213 5.478 1.426
H 4.238 3.707 -0.365
H 3.349 2.670 0.752
H 5.177 2.750 0.736
H 4.511 3.985 2.676
H 3.248 4.861 1.878
H 4.857 6.026 0.722
C -4.778 -0.517 1.944
C -4.435 0.916 2.182
O -4.041 1.494 0.970
H -5.527 -0.431 1.157
H -5.303 -0.944 2.798
H -3.896 -1.094 1.666
H -3.586 1.056 2.852
H -5.327 1.432 2.538
H -3.795 2.406 1.136
C -5.309 0.488 -2.871
C -5.115 -0.686 -1.985
O -4.040 -0.511 -1.103
H -4.435 0.758 -3.463
H -5.697 1.301 -2.258
H -6.011 0.253 -3.672
H -4.931 -1.625 -2.508
H -6.023 -0.911 -1.427
H -4.251 0.124 -0.414
C 3.747 2.124 -2.831
C 2.281 2.258 -3.074
O 1.692 2.826 -1.925
H 3.878 1.575 -1.898
H 4.256 3.062 -2.614
H 4.304 1.567 -3.585
H 1.735 1.344 -3.306
H 2.098 3.002 -3.850
H 1.681 2.131 -1.262
C 2.642 -1.632 2.437
C 2.256 -0.417 3.268
O 2.574 0.819 2.621
H 2.263 -2.557 2.873
H 3.729 -1.665 2.362
H 2.307 -1.532 1.404
H 2.745 -0.373 4.241
H 1.185 -0.461 3.466
H 2.456 1.451 3.333
C -0.682 0.564 0.839
C 0.366 0.037 -0.127
O 1.640 0.694 -0.042
H -0.500 0.355 1.894
H -1.684 0.243 0.554
H -0.766 1.649 0.889
H 0.034 0.005 -1.165
H 0.603 -1.009 0.066
H 1.970 0.582 0.852
C 5.252 -0.939 -0.057
C 6.529 -0.508 0.703
O 7.251 -1.632 1.062
H 4.772 -1.798 0.413
H 5.554 -1.441 -0.975
H 4.554 -0.105 -0.138
H 6.211 -0.117 1.670
H 7.039 0.243 0.100
H 8.041 -1.348 1.526
C -1.317 -1.865 3.262
C -2.095 -2.841 4.102
O -1.838 -2.594 5.457
H -1.394 -2.068 2.194
H -0.251 -1.950 3.473
H -1.613 -0.834 3.455
H -1.804 -3.836 3.767
H -3.174 -2.784 3.953
H -2.336 -1.814 5.712
C 0.020 2.591 4.761
C 1.206 2.239 5.628
O 2.404 2.535 4.984
H -0.902 2.630 5.342
H -0.116 2.012 3.848
H 0.215 3.614 4.442
H 1.141 1.182 5.885
H 1.134 2.695 6.616
H 3.103 2.403 5.629
C -1.981 2.041 -2.864
C -1.992 2.134 -4.368
O -2.127 3.472 -4.709
H -1.165 2.635 -2.453
H -1.986 0.976 -2.631
H -2.922 2.336 -2.401
H -2.801 1.563 -4.824
H -1.054 1.764 -4.783
H -2.627 3.502 -5.528
C -1.935 -1.515 -3.782
C -2.405 -2.986 -3.919
O -2.983 -3.059 -5.214
H -1.637 -1.334 -2.750
H -2.789 -0.869 -3.984
H -1.073 -1.267 -4.401
H -3.111 -3.271 -3.139
H -1.534 -3.619 -3.749
H -3.453 -3.893 -5.290
C 0.204 5.071 0.738
C -0.563 5.167 -0.547
O -1.912 5.107 -0.242
H -0.161 4.239 1.340
H 0.099 5.990 1.315
H 1.274 5.029 0.537
H -0.425 4.326 -1.227
H -0.317 6.043 -1.147
H -2.366 4.997 -1.081
C -3.330 -5.043 0.566
C -3.826 -3.735 -0.005
O -2.806 -2.742 -0.109
H -2.870 -4.864 1.538
H -2.690 -5.537 -0.165
H -4.199 -5.676 0.743
H -4.622 -3.362 0.641
H -4.205 -3.868 -1.018
H -3.235 -1.967 -0.481

=====

Energies, relative to the best one, in eV: w) 29.031; x) 0.000.

=====

w) 22
Properties=species:S:1:pos:R:3 method="wB97M-V/def2-TZVPD" spin_multiplicity=1 lumo_ev=0.514 e_homo_ev=-8.29 homo_lumo_gap_ev=8.8013
C -0.724 1.404 -0.907
C 1.541 -1.038 0.305
C -0.617 0.252 0.095
C 0.251 -0.916 -0.453
C -2.000 -0.234 0.520
N 2.399 -0.073 0.114
O 0.600 1.834 -1.222
O -1.428 1.094 -2.079
O 0.667 -1.659 2.493
H 0.536 2.531 -1.886
H -1.094 0.258 -2.430
H 1.277 -1.684 3.238
H -1.282 2.234 -0.458
H 1.376 -1.648 1.497
H -0.120 0.653 0.982
H 3.273 -0.066 0.620
H 2.180 0.745 -0.460
H -0.293 -1.853 -0.351
H 0.482 -0.766 -1.516
H -1.886 -0.993 1.292
H -2.594 0.587 0.926
H -2.545 -0.662 -0.322

=====

x) 22
Properties=species:S:1:pos:R:3 method="wB97M-V/def2-TZVPD" spin_multiplicity=1 lumo_ev=0.536 e_homo_ev=-7.41 homo_lumo_gap_ev=7.9437
C 1.165 1.594 -1.348
C -0.108 1.072 -1.927
O 0.948 1.977 0.189
O 1.615 2.695 -2.029
H 2.459 2.987 -1.663
H 0.461 2.812 0.208
H 1.934 0.825 -1.218
H 0.107 0.374 -2.731
H -0.735 1.889 -2.276
H -0.666 0.544 -1.119
C -2.019 -1.538 1.400
N -0.809 -0.755 1.450
C 0.393 -1.329 1.099
C 0.657 -2.635 0.996
O -1.048 0.540 0.918
H -0.126 1.116 0.866
H 1.197 -0.606 1.026
H -1.942 -2.353 2.118
H -2.212 -1.954 0.403
H -2.841 -0.887 1.686
H -0.096 -3.397 1.098
H 1.666 -2.970 0.856

=====

Energies, relative to the best one, in eV: w) 0.000; x) 1.117.